(1)
This record from the Open Molecules 2025 dataset describes a molecular structure, C34H47N7O3S3SiSn. The level of theory is wB97M-V/def2-TZVPD.

Geometry (Å):
Sn  -2.0278  1.3670  1.1343
N  -2.2414  5.5285  3.2267
C  -2.3077  4.4638  2.4084
S  -1.3564  3.0995  2.9145
N  -3.0989  4.5611  1.3858
N  -3.1560  3.5496  0.5248
C  -4.0765  3.5802  -0.3858
C  -5.0983  4.6454  -0.4151
C  -5.2332  5.5038  -1.5007
C  -6.1814  6.5120  -1.4778
C  -7.0092  6.6650  -0.3768
C  -6.8834  5.8080  0.7036
C  -5.9300  4.8087  0.6885
C  -4.1178  2.4967  -1.3481
C  -5.1736  2.3540  -2.2542
C  -5.1542  1.2900  -3.1345
C  -4.0892  0.3974  -3.1002
C  -3.0963  0.6006  -2.1550
N  -3.1176  1.6120  -1.3098
H  -1.5871  5.5124  3.9877
H  -2.6929  6.3857  2.9534
H  -4.5799  5.3885  -2.3531
H  -6.2743  7.1791  -2.3228
H  -7.7510  7.4518  -0.3639
H  -7.5326  5.9186  1.5612
H  -5.8233  4.1381  1.5279
H  -5.9906  3.0574  -2.2510
H  -5.9635  1.1487  -3.8346
H  -4.0444  -0.4450  -3.7703
H  -2.2451  -0.0634  -2.0602
C  0.9452  -0.3368  4.9791
N  1.3580  0.2101  3.7181
C  2.4608  0.9710  3.4541
C  2.4260  1.2840  2.1396
N  1.3049  0.7131  1.5940
C  0.6350  0.0879  2.5846
S  -0.8422  -0.7000  2.5932
C  0.9650  0.8544  0.1972
C  2.1510  1.0839  -0.6312
C  2.0631  1.8325  -1.7432
C  0.8650  2.5511  -2.0048
C  -0.1331  2.4913  -1.0924
N  -0.0929  1.7522  0.0371
H  1.7065  -0.1346  5.7293
H  0.7931  -1.4144  4.8808
H  -0.0040  0.1157  5.2752
H  3.1716  1.2382  4.2101
H  3.0962  1.8833  1.5592
H  3.0190  0.4914  -0.3921
H  2.9070  1.9245  -2.4131
H  0.7763  3.1656  -2.8835
H  -1.0338  3.0814  -1.1983
C  -0.9719  -4.1589  0.2688
C  0.4617  -4.5006  0.6777
C  0.7271  -5.9958  0.4784
C  0.7117  -4.1041  2.1309
O  1.3653  -3.8381  -0.1956
Si  1.9260  -2.3258  -0.3386
S  0.2944  -0.9527  -0.3862
O  2.8951  -1.7886  0.8485
C  4.2565  -2.0878  1.1288
C  5.1643  -1.2889  0.1895
C  4.5156  -1.6693  2.5788
C  4.5233  -3.5791  0.9553
O  2.8091  -2.3259  -1.6962
C  2.5531  -2.6533  -3.0546
C  1.0593  -2.7825  -3.3374
C  3.2650  -3.9737  -3.3635
C  3.1376  -1.5158  -3.8980
H  -1.6890  -4.7049  0.8750
H  -1.1247  -4.4143  -0.7774
H  -1.1453  -3.0942  0.3959
H  0.0503  -6.5865  1.0893
H  1.7524  -6.2346  0.7498
H  0.5780  -6.2499  -0.5673
H  0.0301  -4.6426  2.7827
H  0.5463  -3.0376  2.2556
H  1.7343  -4.3373  2.4202
H  5.0923  -0.2238  0.3999
H  4.8599  -1.4624  -0.8380
H  6.1963  -1.6030  0.3206
H  4.2736  -0.6176  2.7087
H  5.5655  -1.8162  2.8159
H  3.9042  -2.2546  3.2624
H  4.3476  -3.8583  -0.0778
H  3.8511  -4.1494  1.5897
H  5.5497  -3.8093  1.2268
H  0.6458  -3.6124  -2.7719
H  0.8943  -2.9495  -4.3994
H  0.5529  -1.8695  -3.0342
H  2.8705  -4.7558  -2.7203
H  4.3328  -3.8745  -3.1846
H  3.1077  -4.2497  -4.4031
H  2.6570  -0.5799  -3.6204
H  2.9620  -1.7084  -4.9530
H  4.2074  -1.4242  -3.7275

Properties
Gap between HOMO and LUMO = 6.485 eV
HOMO level = -6.6 eV

***

(2)
This record from the Open Molecules 2025 dataset describes a single CH4N2 molecule. The level of theory is wB97M-V/def2-TZVPD.

Geometry (Å):
C  1.0478  0.2323  -0.0456
H  -1.0503  1.0284  0.0808
H  -1.9556  -0.2940  0.2913
H  2.0423  -0.0639  0.2512
H  0.7391  1.4177  0.0746
N  -1.0278  0.1572  -0.0530
N  0.1618  -0.6547  -0.0076

Properties
SMILES string = C=NN
Energy above the lowest of the compared OMol25 structures with the same formula, charge and spin = 91.61 kcal per mole
Gap between HOMO and LUMO = 10.188 eV
HOMO level = -8.9 eV

***

(3)
This record from the Open Molecules 2025 dataset describes 2 unconnected molecules or ions with the total composition C3H7NO2S. The level of theory is wB97M-V/def2-TZVPD.

Geometry (Å):
C  1.4740  1.4342  0.8052
C  0.5151  0.5921  0.5149
C  0.0161  -1.7663  1.4797
N  -0.6502  -0.6111  -1.8497
O  -1.9575  0.7293  -0.1810
O  -0.2951  1.9022  -1.6492
S  -0.6928  0.7844  -0.8245
H  1.6440  2.0959  0.0614
H  2.0253  1.3704  1.7374
H  -0.8804  -1.1635  1.5710
H  0.0062  -2.4487  0.7191
H  0.6756  -1.6377  2.2347
H  -1.5913  -1.0066  -1.8664
H  -0.2890  -0.2745  -2.7525

Properties
Energy above the lowest of the compared OMol25 structures with the same formula, charge and spin = 148.06 kcal per mole
Gap between HOMO and LUMO (spin up / spin down) = 8.355 / 9.194 eV
HOMO level (spin up / spin down) = -9.1 / -9.4 eV

***

Looking at F_max for the records above, in order, we have 0.02728, 0.25021, 0.09227 Eh/bohr.